The following is a quantum chemistry calculation of a 5-piece molecular cluster, C3H13NO4 overall, from the OMol25 dataset.

Output
Multiplicity ... 1
Relative energy (zero: lowest compared OMol25 entry of this formula, charge and spin) ... 246.0 kJ/mol
Kohn-Sham gap ... 10.40 eV
SMILES string ... C=CN=C.O.O.O.O
Total charge ... 0
HOMO level ... -9.75 eV
Energy ... -13000.6155 eV
LUMO level ... 0.024 Eh
Molar mass ... 127.1 g mol⁻¹

Each line ends with the natural charge from an NBO analysis.
Positions of all 21 atoms, in Å:
C: -0.68 0.23 -2.86  -0.440
C: 0.19 0.06 -1.90  -0.064
N: 0.28 -1.11 -1.08  -0.452
C: 1.06 -2.04 -1.43  -0.007
H: -1.36 -0.47 -3.34  0.199
H: -0.89 1.19 -3.33  0.208
H: 0.74 0.94 -1.56  0.241
H: 1.14 -2.90 -0.76  0.171
H: 1.49 -2.20 -2.43  0.166
O: -2.68 0.37 1.54  -0.958
H: -1.98 0.95 1.85  0.486
H: -2.51 0.24 0.60  0.471
O: -0.12 -1.21 1.76  -0.977
H: -1.06 -1.39 1.92  0.493
H: 0.05 -1.37 0.81  0.505
O: 1.99 1.86 0.44  -0.991
H: 1.34 1.36 0.96  0.502
H: 2.65 2.29 0.99  0.473
O: 0.05 1.35 2.36  -1.008
H: 0.51 1.47 3.19  0.480
H: -0.22 0.38 2.26  0.502